A:
Molecular formula: CHN3O3
Method: DFT, ωB97M-V/def2-TZVPD

Bonds (Å) are listed after each position.
Geometry (Å):
1 C 0.099 0.405 -0.183  N3 1.293, N4 1.381, H8 1.081
2 N 2.883 0.352 -0.125  N4 1.712, O5 1.154
3 N 0.003 1.677 0.029  C1 1.293, O6 1.212
4 N 1.295 -0.284 -0.189  C1 1.381, N2 1.712, O7 1.223
5 O 3.579 -0.569 -0.122  N2 1.154
6 O 0.765 2.603 -0.145  N3 1.212
7 O 1.353 -1.493 -0.019  N4 1.223
8 H -0.796 -0.195 -0.086  C1 1.081

Summary:
* multiplicity: 1
* Kohn-Sham gap (spin up / spin down): 0.257 / 0.308 Eh
* structure (SMILES): O=N/C=[N+](/[O-])N=O
* HOMO energy (spin up / spin down): -8.6 / -10.0 eV

Atom charges from the Mulliken analysis, given in e for atoms 1 to 4: -0.029, 0.319, 0.078, 0.341

***

B:
Molecular formula: CHN3O3
Method: DFT, ωB97M-V/def2-TZVPD

Bonds (Å) are listed after each position.
Geometry (Å):
1 C 1.149 -0.986 0.020  N2 1.145, N3 1.304
2 N 2.209 -1.414 0.078  C1 1.145
3 N -0.010 -0.394 -0.062  C1 1.304, N4 1.408, O7 1.346
4 N -0.100 1.011 -0.018  N3 1.408, O5 1.163, O6 1.179
5 O 0.884 1.623 -0.117  N4 1.163
6 O -1.213 1.379 0.109  N4 1.179
7 O -1.197 -1.029 -0.069  N3 1.346, H8 0.996
8 H -1.720 -0.190 0.058  O7 0.996

Summary:
* multiplicity: 1
* Kohn-Sham gap: 0.374 Eh
* structure (SMILES): N#CN(O)[N+](=O)[O-]
* HOMO energy: -10.6 eV

Atom charges from the Mulliken analysis, given in e for atoms 1 to 4: 0.344, -0.334, 0.047, 1.237

***

Relative energies, unit eV: A 1.319; B 0.000

***

A:
Molecular formula: CHN3O3
Method: DFT, ωB97M-V/def2-TZVPD

Bonds (Å) are listed after each position.
Geometry (Å):
1 C 2.630 -0.579 -0.031  N2 1.127, N3 1.791
2 N 3.573 -1.122 0.263  C1 1.127
3 N 1.159 0.185 -0.709  C1 1.791, N4 1.508, O7 1.416
4 N 0.916 1.562 -0.147  N3 1.508, O5 1.127, O6 1.185
5 O 1.823 2.231 -0.124  N4 1.127
6 O -0.198 1.634 0.249  N4 1.185
7 O 0.066 -0.668 -0.420  N3 1.416, H8 1.002
8 H -0.577 -0.195 0.184  O7 1.002

Summary:
* multiplicity: 1
* Kohn-Sham gap: 0.366 Eh
* structure (SMILES): N#CN(O)[N+](=O)[O-]
* HOMO energy: -11.4 eV

Atom charges from the Mulliken analysis, given in e for atoms 1 to 4: 0.259, -0.288, -0.053, 1.176

***

B:
Molecular formula: CHN3O3
Method: DFT, ωB97M-V/def2-TZVPD

Bonds (Å) are listed after each position.
Geometry (Å):
1 C -1.965 -0.144 0.033  N2 1.159, O7 1.179
2 N -2.286 0.967 0.092  C1 1.159
3 N 0.806 -0.766 0.029  N4 1.326, H8 0.971
4 N 1.183 0.482 0.270  N3 1.326, O5 1.239, O6 1.179
5 O 2.053 0.752 -0.570  N4 1.239
6 O 0.540 1.125 1.020  N4 1.179
7 O -1.611 -1.253 -0.154  C1 1.179
8 H 1.280 -1.162 -0.720  N3 0.971

Summary:
* multiplicity: 1
* Kohn-Sham gap (spin up / spin down): 0.201 / 0.185 Eh
* HOMO energy (spin up / spin down): -10.6 / -10.4 eV

Atom charges from the Mulliken analysis, given in e for atoms 1 to 4: 0.647, -0.346, -0.424, 1.183

***

Relative energies, unit eV: A 0.000; B 1.637

***

A:
Molecular formula: C5H15N2
Method: DFT, ωB97M-V/def2-TZVPD

Bonds (Å) are listed after each position.
Geometry (Å):
1 N -1.263 -1.244 -0.819  C2 1.483, H8 1.039, H9 1.071, H10 1.047
2 C -0.350 -0.138 -1.199  N1 1.483, C3 1.537, C4 1.530, H11 1.079
3 C 0.329 -0.332 -2.564  C2 1.537, H12 1.087, H13 1.087, H14 1.088
4 C 0.679 0.128 -0.098  C2 1.530, N5 1.458, H15 1.090, H16 1.096
5 N 0.054 0.127 1.219  C4 1.458, C6 1.452, C7 1.463
6 C 1.043 -0.161 2.242  N5 1.452, H17 1.091, H18 1.085, H19 1.088
7 C -0.626 1.399 1.466  N5 1.463, H20 1.088, H21 1.087, H22 1.093
8 H -1.436 -1.176 0.204  N1 1.039
9 H -2.197 -1.171 -1.336  N1 1.071
10 H -0.842 -2.179 -1.031  N1 1.047
11 H -0.915 0.774 -1.313  C2 1.079
12 H -0.326 -0.910 -3.211  C3 1.087
13 H 0.386 0.606 -3.109  C3 1.087
14 H 1.358 -0.667 -2.458  C3 1.088
15 H 1.458 -0.635 -0.103  C4 1.090
16 H 1.146 1.093 -0.325  C4 1.096
17 H 2.004 0.334 2.095  C6 1.091
18 H 0.740 0.250 3.200  C6 1.085
19 H 1.203 -1.230 2.359  C6 1.088
20 H -0.978 1.359 2.495  C7 1.088
21 H -1.515 1.512 0.850  C7 1.087
22 H 0.048 2.259 1.432  C7 1.093

Summary:
* multiplicity: 2
* Kohn-Sham gap (spin up / spin down): 0.156 / 0.375 Eh
* expectation value of S²: 0.751
* HOMO energy (spin up / spin down): -3.3 / -9.4 eV

Atom charges from the Mulliken analysis, given in e for atoms 1 to 4: -1.675, -0.766, -1.451, -1.035

***

B:
Molecular formula: C5H15N2
Method: DFT, ωB97M-V/def2-TZVPD

Bonds (Å) are listed after each position.
Geometry (Å):
1 C -2.616 -0.315 0.861  C2 1.522, H8 1.085, H9 1.084, H10 1.095
2 C -1.209 0.127 0.484  C1 1.522, C3 1.508, N7 1.539, H11 1.092
3 C -0.455 -0.901 -0.321  C2 1.508, C4 1.523, H12 1.106, H13 1.093
4 C 0.945 -0.511 -0.777  C3 1.523, N6 1.433, H14 1.102, H15 1.095
5 C 3.218 -0.148 -0.006  N6 1.452, H16 1.093, H17 1.089, H18 1.086
6 N 1.802 -0.155 0.314  C4 1.433, C5 1.452, H19 1.013
7 N -1.322 1.456 -0.286  C2 1.539, H20 1.051, H21 1.048, H22 1.053
8 H -3.146 0.467 1.393  C1 1.085
9 H -3.138 -0.669 -0.022  C1 1.084
10 H -2.525 -1.172 1.536  C1 1.095
11 H -0.641 0.419 1.370  C2 1.092
12 H -0.391 -1.801 0.318  C3 1.106
13 H -1.022 -1.255 -1.186  C3 1.093
14 H 0.814 0.245 -1.569  C4 1.102
15 H 1.384 -1.389 -1.260  C4 1.095
16 H 3.496 0.558 -0.794  C5 1.093
17 H 3.520 -1.136 -0.351  C5 1.089
18 H 3.786 0.064 0.895  C5 1.086
19 H 1.550 0.717 0.764  N6 1.013
20 H -0.374 1.865 -0.483  N7 1.051
21 H -1.857 1.360 -1.183  N7 1.048
22 H -1.820 2.172 0.305  N7 1.053

Summary:
* multiplicity: 2
* Kohn-Sham gap (spin up / spin down): 0.172 / 0.360 Eh
* expectation value of S²: 0.751
* HOMO energy (spin up / spin down): -3.6 / -9.0 eV

Atom charges from the Mulliken analysis, given in e for atoms 1 to 4: -1.230, -0.482, -0.636, -0.965

***

Relative energies, unit eV: A 0.442; B 0.000

***

A:
Molecular formula: C2H7N2O
Method: DFT, ωB97M-V/def2-TZVPD

Bonds (Å) are listed after each position.
Geometry (Å):
1 C -1.686 0.132 0.378  C2 1.495, H6 1.094, H7 1.108, H8 1.090
2 C -0.535 0.700 -0.387  C1 1.495, H9 1.082, H10 1.087
3 N 1.485 -1.144 -0.121  N4 1.465, H11 1.023, H12 1.017
4 N 1.453 0.216 0.420  N3 1.465, O5 1.272
5 O 2.299 0.965 -0.163  N4 1.272
6 H -1.456 0.065 1.446  C1 1.094
7 H -2.597 0.757 0.289  C1 1.108
8 H -1.935 -0.867 0.020  C1 1.090
9 H -0.481 0.425 -1.432  C2 1.082
10 H -0.418 1.773 -0.253  C2 1.087
11 H 2.211 -1.225 -0.837  N3 1.023
12 H 1.660 -1.797 0.639  N3 1.017

Summary:
* multiplicity: 1
* Kohn-Sham gap (spin up / spin down): 0.220 / 0.214 Eh
* net charge: -1
* HOMO energy (spin up / spin down): -1.2 / -1.1 eV

Atom charges from the Mulliken analysis, given in e for atoms 1 to 4: -0.796, -0.747, -0.494, -0.054

***

B:
Molecular formula: C2H7N2O
Method: DFT, ωB97M-V/def2-TZVPD

Bonds (Å) are listed after each position.
Geometry (Å):
1 C -2.022 1.443 -1.061  C2 1.570, H6 1.021, H7 1.012, H8 1.134
2 C -1.250 0.201 -0.491  C1 1.570, N4 1.304, H10 1.125
3 N 2.802 -1.643 1.358  H9 1.008, H11 1.041, H12 1.044
4 N -0.242 0.390 0.314  C2 1.304, O5 1.365
5 O 0.446 -0.754 0.597  N4 1.365
6 H -1.311 1.987 -1.553  C1 1.021
7 H -2.849 1.097 -1.530  C1 1.012
8 H -2.488 2.070 -0.239  C1 1.134
9 H 3.399 -1.469 0.565  N3 1.008
10 H -1.340 -0.825 -0.944  C2 1.125
11 H 1.799 -1.714 1.090  N3 1.041
12 H 3.054 -0.782 1.894  N3 1.044

Summary:
* multiplicity: 1
* Kohn-Sham gap: 0.256 Eh
* net charge: -1
* HOMO energy: -2.6 eV

Atom charges from the Mulliken analysis, given in e for atoms 1 to 4: -0.738, -0.195, -0.814, -0.662

***

Relative energies, unit eV: A 1.988; B 0.000

***

A:
Molecular formula: C23H40N2O3
Method: DFT, ωB97M-V/def2-TZVPD

Bonds (Å) are listed after each position.
Geometry (Å):
1 C -1.577 -5.023 0.696  C2 1.324, H29 1.082, H30 1.084
2 C -1.041 -3.822 0.851  C1 1.324, C3 1.499, H31 1.086
3 C -1.690 -2.567 0.353  C2 1.499, O4 1.431, H32 1.094, H33 1.094
4 O -0.957 -1.819 -0.623  C3 1.431, C5 1.423
5 C 0.309 -2.324 -1.032  O4 1.423, C6 1.520, H34 1.093, H35 1.093
6 C 0.846 -1.332 -2.051  C5 1.520, C7 1.521, C25 1.553, H36 1.093
7 C 1.112 -0.033 -1.306  C6 1.521, O8 1.224, N9 1.357
8 O 1.928 0.034 -0.396  C7 1.224
9 N 0.418 1.061 -1.712  C7 1.357, C10 1.479, C24 1.469
10 C -0.982 1.133 -2.183  N9 1.479, C11 1.546, H37 1.092, H38 1.090
11 C -1.262 2.158 -1.060  C10 1.546, C12 1.516, C23 1.528, C24 1.546
12 C -1.990 3.450 -1.374  C11 1.516, C13 1.530, H39 1.093, H40 1.096
13 C -2.018 4.339 -0.128  C12 1.530, C14 1.527, H41 1.094, H42 1.092
14 C -2.600 3.594 1.070  C13 1.527, N15 1.457, H43 1.086, H44 1.097
15 N -1.889 2.341 1.289  C14 1.457, C16 1.370, C23 1.448
16 C -1.166 2.160 2.438  N15 1.370, O17 1.221, C18 1.528
17 O -1.166 3.004 3.320  C16 1.221
18 C -0.430 0.836 2.634  C16 1.528, C19 1.534, C20 1.535, H45 1.093
19 C -1.431 -0.120 3.295  C18 1.534, H46 1.093, H47 1.090, H48 1.092
20 C 0.844 1.043 3.464  C18 1.535, C21 1.527, C22 1.527, H49 1.093
21 C 1.811 1.979 2.742  C20 1.527, H50 1.094, H51 1.091, H52 1.091
22 C 1.537 -0.290 3.739  C20 1.527, H53 1.095, H54 1.091, H55 1.090
23 C -1.912 1.465 0.136  C11 1.528, N15 1.448, H56 1.098, H57 1.087
24 C 0.268 2.245 -0.856  N9 1.469, C11 1.546, H58 1.089, H59 1.093
25 C 2.099 -1.830 -2.822  C6 1.553, C26 1.531, C27 1.532, C28 1.531
26 C 2.717 -0.654 -3.582  C25 1.531, H60 1.091, H61 1.092, H62 1.093
27 C 1.658 -2.885 -3.840  C25 1.532, H63 1.091, H64 1.093, H65 1.092
28 C 3.150 -2.436 -1.887  C25 1.531, H66 1.092, H67 1.092, H68 1.089
29 H -1.114 -5.909 1.109  C1 1.082
30 H -2.507 -5.156 0.155  C1 1.084
31 H -0.111 -3.716 1.402  C2 1.086
32 H -2.659 -2.818 -0.088  C3 1.094
33 H -1.871 -1.897 1.199  C3 1.094
34 H 1.001 -2.377 -0.187  C5 1.093
35 H 0.204 -3.322 -1.466  C5 1.093
36 H 0.062 -1.162 -2.794  C6 1.093
37 H -1.050 1.546 -3.192  C10 1.092
38 H -1.535 0.196 -2.118  C10 1.090
39 H -1.506 3.966 -2.208  C12 1.093
40 H -3.015 3.221 -1.686  C12 1.096
41 H -1.000 4.656 0.120  C13 1.094
42 H -2.600 5.243 -0.315  C13 1.092
43 H -2.528 4.182 1.980  C14 1.086
44 H -3.657 3.365 0.887  C14 1.097
45 H -0.109 0.418 1.676  C18 1.093
46 H -2.363 -0.171 2.726  C19 1.093
47 H -1.029 -1.129 3.374  C19 1.090
48 H -1.675 0.235 4.298  C19 1.092
49 H 0.549 1.502 4.411  C20 1.093
50 H 2.142 1.530 1.801  C21 1.094
51 H 1.350 2.946 2.534  C21 1.091
52 H 2.696 2.161 3.354  C21 1.091
53 H 1.757 -0.805 2.798  C22 1.095
54 H 2.485 -0.123 4.252  C22 1.091
55 H 0.939 -0.953 4.365  C22 1.090
56 H -2.956 1.231 -0.114  C23 1.098
57 H -1.414 0.521 0.337  C23 1.087
58 H 0.649 2.106 0.154  C24 1.089
59 H 0.728 3.131 -1.299  C24 1.093
60 H 3.122 0.093 -2.898  C26 1.091
61 H 3.532 -1.007 -4.217  C26 1.092
62 H 1.977 -0.167 -4.222  C26 1.093
63 H 1.193 -3.748 -3.362  C27 1.091
64 H 0.946 -2.466 -4.555  C27 1.093
65 H 2.523 -3.247 -4.401  C27 1.092
66 H 2.781 -3.345 -1.406  C28 1.092
67 H 4.036 -2.709 -2.465  C28 1.092
68 H 3.441 -1.728 -1.113  C28 1.089

Summary:
* multiplicity: 1
* Kohn-Sham gap: 0.356 Eh
* structure (SMILES): C=CCOC[C@@H](C(=O)N1CC2(CCCN(C(=O)[C@H](C)C(C)C)C2)C1)C(C)(C)C
* HOMO energy: -9.0 eV

Atom charges from the Mulliken analysis, given in e for atoms 1 to 4: -0.779, -0.145, -0.095, -0.243

***

B:
Molecular formula: C23H40N2O3
Method: DFT, ωB97M-V/def2-TZVPD

Bonds (Å) are listed after each position.
Geometry (Å):
1 C -3.242 1.795 2.467  C2 1.323, H29 1.082, H30 1.084
2 C -1.988 1.512 2.781  C1 1.323, C3 1.494, H31 1.087
3 C -0.845 2.443 2.545  C2 1.494, O4 1.421, H32 1.096, H33 1.098
4 O 0.218 1.743 1.914  C3 1.421, C5 1.420
5 C 0.998 2.582 1.074  O4 1.420, C6 1.518, H34 1.095, H35 1.096
6 C 2.164 1.758 0.560  C5 1.518, C7 1.521, C25 1.555, H36 1.094
7 C 1.623 0.710 -0.401  C6 1.521, O8 1.223, N9 1.357
8 O 1.066 1.010 -1.447  C7 1.223
9 N 1.842 -0.584 -0.056  C7 1.357, C10 1.478, C24 1.467
10 C 1.769 -1.192 1.289  N9 1.478, C11 1.547, H37 1.092, H38 1.090
11 C 0.807 -2.256 0.710  C10 1.547, C12 1.517, C23 1.528, C24 1.546
12 C 1.107 -3.721 0.967  C11 1.517, C13 1.529, H39 1.093, H40 1.097
13 C 0.117 -4.602 0.206  C12 1.529, C14 1.526, H41 1.094, H42 1.092
14 C -1.321 -4.210 0.531  C13 1.526, N15 1.458, H43 1.086, H44 1.097
15 N -1.530 -2.789 0.280  C14 1.458, C16 1.372, C23 1.450
16 C -2.326 -2.405 -0.769  N15 1.372, O17 1.221, C18 1.527
17 O -2.913 -3.236 -1.445  C16 1.221
18 C -2.556 -0.915 -1.008  C16 1.527, C19 1.533, C20 1.535, H45 1.093
19 C -3.746 -0.524 -0.124  C18 1.533, H46 1.091, H47 1.088, H48 1.092
20 C -2.796 -0.638 -2.499  C18 1.535, C21 1.527, C22 1.527, H49 1.093
21 C -1.563 -1.003 -3.322  C20 1.527, H50 1.094, H51 1.091, H52 1.091
22 C -3.151 0.829 -2.734  C20 1.527, H53 1.094, H54 1.091, H55 1.090
23 C -0.647 -1.941 1.056  C11 1.528, N15 1.450, H56 1.098, H57 1.088
24 C 1.150 -1.708 -0.695  N9 1.467, C11 1.546, H58 1.088, H59 1.093
25 C 3.294 2.604 -0.094  C6 1.555, C26 1.531, C27 1.532, C28 1.531
26 C 4.267 1.667 -0.815  C25 1.531, H60 1.091, H61 1.092, H62 1.093
27 C 4.062 3.335 1.011  C25 1.532, H63 1.091, H64 1.093, H65 1.092
28 C 2.744 3.626 -1.091  C25 1.531, H66 1.092, H67 1.092, H68 1.089
29 H -4.050 1.108 2.681  C1 1.082
30 H -3.504 2.729 1.982  C1 1.084
31 H -1.742 0.570 3.263  C2 1.087
32 H -1.180 3.274 1.913  C3 1.096
33 H -0.484 2.867 3.491  C3 1.098
34 H 0.389 2.941 0.238  C5 1.095
35 H 1.355 3.448 1.643  C5 1.096
36 H 2.610 1.250 1.420  C6 1.094
37 H 2.731 -1.592 1.615  C10 1.092
38 H 1.350 -0.540 2.056  C10 1.090
39 H 2.136 -3.949 0.674  C12 1.093
40 H 1.027 -3.920 2.042  C12 1.097
41 H 0.273 -4.490 -0.872  C13 1.094
42 H 0.276 -5.655 0.447  C13 1.092
43 H -2.033 -4.765 -0.072  C14 1.086
44 H -1.530 -4.405 1.589  C14 1.097
45 H -1.685 -0.326 -0.713  C18 1.093
46 H -3.575 -0.817 0.913  C19 1.091
47 H -3.913 0.552 -0.138  C19 1.088
48 H -4.649 -1.027 -0.475  C19 1.092
49 H -3.630 -1.268 -2.817  C20 1.093
50 H -0.717 -0.366 -3.046  C21 1.094
51 H -1.283 -2.048 -3.181  C21 1.091
52 H -1.756 -0.855 -4.386  C21 1.091
53 H -2.369 1.481 -2.334  C22 1.094
54 H -3.231 1.029 -3.804  C22 1.091
55 H -4.100 1.108 -2.276  C22 1.090
56 H -0.815 -2.140 2.123  C23 1.098
57 H -0.858 -0.887 0.891  C23 1.088
58 H 0.317 -1.406 -1.328  C24 1.088
59 H 1.832 -2.337 -1.271  C24 1.093
60 H 3.793 1.180 -1.668  C26 1.091
61 H 5.124 2.234 -1.184  C26 1.092
62 H 4.640 0.892 -0.141  C26 1.093
63 H 3.427 4.022 1.571  C27 1.091
64 H 4.504 2.626 1.716  C27 1.093
65 H 4.873 3.922 0.574  C27 1.092
66 H 2.124 4.377 -0.595  C28 1.092
67 H 3.574 4.153 -1.568  C28 1.092
68 H 2.148 3.141 -1.862  C28 1.089

Summary:
* multiplicity: 1
* Kohn-Sham gap: 0.355 Eh
* structure (SMILES): C=CCOC[C@@H](C(=O)N1CC2(CCCN(C(=O)[C@H](C)C(C)C)C2)C1)C(C)(C)C
* HOMO energy: -9.0 eV

Atom charges from the Mulliken analysis, given in e for atoms 1 to 4: -1.007, 0.090, -0.639, -0.116

***

Relative energies, unit eV: A 0.110; B 0.000